1.
Computed, not measured: a structure of composition C60H47BrN5O2P2Rb, with ωB97M-V with the def2-TZVPD basis set.

Summary:
- frontier orbital gap (eV) = 5.02
- charge = -2
- electronic energy (eV) = -163806.3521
- ΔE to the lowest compared entry with this formula, charge and spin (kcal/mol) = 13.7

Each line ends with the Löwdin charge.
Atoms and positions in Å:
Rb (-0.116934, -0.104760, 0.459482)  0.758
C (-3.196063, 0.399444, 7.069361)  -0.127
C (-1.949270, -0.219596, 7.063300)  -0.106
C (-1.055842, -0.003354, 6.025040)  -0.032
C (-1.377392, 0.840409, 4.954617)  -0.157
C (-2.650116, 1.423680, 4.957583)  -0.038
C (-3.540078, 1.219060, 6.002928)  -0.104
C (-0.421174, 1.084474, 3.864745)  -0.081
C (-0.390805, 2.202239, 3.037350)  -0.256
C (-1.050386, 3.522009, 3.127814)  -0.014
C (-0.607261, 4.239569, 2.080328)  0.002
C (0.323949, 3.367326, 1.323262)  -0.249
C (1.063873, 3.735680, 0.203076)  -0.076
C (0.861898, 5.128368, -0.317693)  -0.231
C (-0.297399, 5.470146, -1.011476)  -0.175
C (-0.495102, 6.759884, -1.493474)  -0.151
C (0.471556, 7.735874, -1.292489)  -0.116
C (1.634439, 7.411585, -0.601756)  -0.101
C (1.822024, 6.122957, -0.118251)  -0.044
C (2.043379, 2.929858, -0.477913)  -0.244
N (2.314796, 1.632791, -0.264532)  0.115
C (3.372672, 1.306906, -1.085316)  -0.268
C (3.965533, 0.049479, -1.237109)  -0.080
C (5.134594, -0.033409, -2.170715)  -0.193
C (6.306341, 0.676773, -1.912425)  -0.039
C (7.394748, 0.603859, -2.773621)  -0.096
C (7.334653, -0.191731, -3.911267)  -0.117
C (6.177345, -0.914475, -4.173682)  -0.090
C (5.092065, -0.836137, -3.309319)  -0.036
C (3.601613, -1.172091, -0.603260)  -0.258
C (4.278205, -2.449007, -0.720755)  -0.029
C (3.635248, -3.313240, 0.119553)  -0.040
C (2.602907, -2.539051, 0.778617)  -0.268
N (2.593385, -1.275916, 0.282340)  0.062
C (1.741832, -2.786902, 1.909112)  -0.070
C (1.552186, -1.635427, 2.681287)  -0.292
C (2.586500, -0.609393, 2.781261)  -0.037
C (2.002004, 0.473558, 3.313785)  -0.039
C (0.615992, 0.110562, 3.551479)  -0.313
N (0.379100, -1.181403, 3.273568)  0.098
C (1.097975, -4.089006, 2.213263)  -0.147
C (0.132885, -4.189900, 3.224551)  -0.016
C (-0.462715, -5.406299, 3.524840)  -0.092
C (-0.108389, -6.564017, 2.840660)  -0.123
C (0.840330, -6.476687, 1.830943)  -0.120
C (1.420208, -5.255048, 1.512560)  -0.059
C (3.749459, 2.470392, -1.883762)  -0.032
C (2.915743, 3.469811, -1.522001)  -0.050
N (0.395185, 2.169621, 1.927682)  0.002
H (-3.894377, 0.228680, 7.879627)  0.084
H (-1.668663, -0.878694, 7.876656)  0.090
H (-0.087915, -0.490640, 6.028298)  0.110
H (-2.958606, 2.010557, 4.102957)  0.104
H (-4.519102, 1.682815, 5.966861)  0.092
H (-1.714363, 3.860231, 3.908360)  0.091
H (-0.864653, 5.260829, 1.837618)  0.100
H (-1.046978, 4.705030, -1.181706)  0.089
H (-1.401389, 6.994775, -2.039035)  0.099
H (0.322052, 8.740004, -1.671419)  0.088
H (2.396063, 8.165425, -0.436669)  0.089
H (2.727894, 5.866088, 0.419396)  0.118
H (6.348339, 1.297303, -1.025088)  0.120
H (8.292186, 1.169907, -2.553174)  0.092
H (8.181297, -0.248612, -4.585058)  0.087
H (6.114732, -1.538466, -5.057543)  0.094
H (4.190879, -1.402646, -3.509776)  0.096
H (5.140776, -2.671961, -1.334035)  0.095
H (3.929197, -4.331624, 0.318487)  0.084
H (3.622442, -0.750118, 2.517560)  0.117
H (2.440814, 1.432127, 3.541821)  0.110
H (-0.153002, -3.290265, 3.756255)  0.095
H (-1.215772, -5.446251, 4.303336)  0.095
H (-0.574233, -7.512278, 3.080854)  0.088
H (1.118288, -7.359758, 1.266677)  0.096
H (2.102367, -5.203388, 0.679941)  0.082
H (4.518388, 2.508230, -2.640263)  0.099
H (2.886991, 4.472370, -1.922318)  0.083
C (-1.625992, -4.758796, -0.142173)  -0.296
P (-1.072459, -3.108767, -0.741725)  0.891
C (-2.571468, -2.747527, -1.759861)  -0.291
C (0.209813, -3.573936, -1.999483)  -0.365
C (0.757602, -4.859034, -2.016884)  -0.108
C (1.808077, -5.188600, -2.864562)  -0.098
C (2.328775, -4.235316, -3.726087)  -0.098
C (1.787675, -2.956789, -3.730876)  -0.109
C (0.744379, -2.603594, -2.878339)  -0.369
P (0.004433, -0.905690, -2.878516)  0.905
C (-1.026445, -1.082224, -4.403362)  -0.258
C (1.343795, 0.120955, -3.592197)  -0.264
H (-1.920614, -5.416655, -0.964763)  0.043
H (-2.495015, -4.577056, 0.492980)  0.041
H (-0.871460, -5.250029, 0.474164)  -0.003
H (-2.673131, -3.439319, -2.600074)  0.042
H (-2.577018, -1.713780, -2.099555)  -0.011
H (-3.435099, -2.854198, -1.099154)  0.045
H (0.376343, -5.616256, -1.341493)  0.080
H (2.225997, -6.189300, -2.837644)  0.094
H (3.156928, -4.479684, -4.382277)  0.094
H (2.187413, -2.213355, -4.413973)  0.084
H (-0.401301, -1.415064, -5.236148)  0.034
H (-1.476680, -0.115412, -4.652932)  0.035
H (-1.829546, -1.801477, -4.246716)  0.022
H (1.552845, -0.117950, -4.639032)  0.039
H (2.250238, 0.018683, -2.998378)  0.016
H (1.041543, 1.167901, -3.530568)  0.032
Br (0.140135, 4.574877, -3.611016)  0.898
C (-1.467111, 3.570418, -3.688890)  -0.610
C (-2.333442, 3.752098, -4.753839)  -0.217
N (-3.491790, 3.096411, -4.848402)  0.051
C (-3.801712, 2.247562, -3.859074)  -0.094
C (-2.978916, 1.983976, -2.771924)  -0.109
C (-1.771845, 2.664684, -2.690957)  -0.060
C (-3.360141, 0.964728, -1.690462)  -0.682
O (-4.561470, 0.659953, -1.607195)  -0.027
O (-2.367167, 0.556812, -1.038558)  -0.203
H (-2.086571, 4.452383, -5.543723)  0.087
H (-4.752868, 1.732418, -3.919960)  0.109
H (-1.106731, 2.470188, -1.856376)  0.113

Cartesian forces (eV/Å) of the 3 atoms listed first:
0.0 0.1 -0.1
0.1 0.0 0.0
0.0 0.0 -0.1

2.
Computed, not measured: a structure of composition C60H48ClIrN2P4Te2, with ωB97M-V with the def2-TZVPD basis set.

Summary:
- frontier orbital gap (alpha / beta) (eV) = 6.87 / 6.00
- multiplicity = 6
- charge = +1
- electronic energy (eV) = -133072.7063

Each line ends with the Löwdin spin population.
Atoms and positions in Å:
Ir (0.869392, 0.203232, -0.648581)  1.942
Te (-0.140774, 2.951923, 2.152857)  0.130
C (-0.931015, 2.677483, 4.097345)  0.015
C (-0.257763, 3.217749, 5.184683)  0.003
C (-0.855122, 3.133939, 6.434523)  0.002
N (-2.048789, 2.572902, 6.642019)  -0.001
C (-2.688627, 2.073114, 5.584382)  0.000
C (-2.176132, 2.101781, 4.291683)  0.002
C (1.561032, 1.662859, 2.078993)  0.604
P (1.036687, -0.082096, 2.053008)  0.259
C (2.531094, -1.137762, 2.119858)  0.020
C (2.601418, -2.206017, 1.221903)  0.006
C (3.686651, -3.073912, 1.228625)  0.001
C (4.719365, -2.869408, 2.129730)  -0.001
C (4.667812, -1.799507, 3.016479)  0.002
C (3.581146, -0.939995, 3.015963)  0.005
C (0.258652, -0.392309, 3.676081)  0.055
C (0.873667, -0.014094, 4.869516)  0.014
C (0.263590, -0.295114, 6.082302)  0.004
C (-0.965683, -0.945068, 6.115935)  -0.001
C (-1.594124, -1.301035, 4.932273)  0.000
C (-0.985517, -1.019374, 3.716433)  0.005
P (2.317433, 1.929706, 0.414607)  0.157
C (4.054797, 1.346434, 0.490283)  0.020
C (4.449705, 0.234327, -0.250679)  0.005
C (5.765860, -0.206189, -0.215197)  0.001
C (6.697912, 0.458206, 0.567515)  0.000
C (6.313930, 1.566592, 1.309457)  0.001
C (5.003412, 2.019455, 1.261846)  0.004
C (2.546750, 3.733935, 0.274966)  0.023
C (2.815557, 4.536986, 1.384724)  0.011
C (3.053481, 5.890710, 1.216420)  0.002
C (3.009960, 6.456626, -0.053814)  0.002
C (2.733295, 5.666071, -1.157546)  0.000
C (2.504775, 4.305657, -0.995513)  0.003
H (0.701232, 3.704437, 5.064305)  0.000
H (-0.358433, 3.543609, 7.311256)  0.000
H (-3.660945, 1.626550, 5.780077)  0.000
H (-2.737018, 1.682708, 3.464296)  0.002
H (1.799722, -2.356055, 0.510553)  0.004
H (3.727411, -3.899586, 0.528441)  0.000
H (5.570978, -3.539125, 2.139250)  0.000
H (5.482313, -1.637076, 3.714923)  0.000
H (3.561118, -0.100648, 3.699707)  0.002
H (1.818541, 0.516223, 4.850891)  0.004
H (0.743279, 0.001840, 7.008834)  0.001
H (-1.437789, -1.156569, 7.068158)  0.000
H (-2.562353, -1.790444, 4.952770)  0.000
H (-1.482436, -1.278218, 2.791962)  0.002
H (3.729840, -0.276637, -0.871825)  0.004
H (6.061602, -1.066419, -0.802662)  0.000
H (7.728292, 0.120885, 0.592645)  0.000
H (7.037290, 2.090070, 1.924501)  0.000
H (4.732561, 2.904443, 1.819189)  0.000
H (2.849125, 4.104632, 2.374758)  0.003
H (3.273957, 6.506256, 2.079988)  0.000
H (3.197482, 7.515954, -0.178605)  0.000
H (2.697795, 6.105867, -2.147296)  0.000
H (2.299531, 3.675203, -1.856614)  0.001
Te (-1.301932, -3.722276, -2.778112)  0.045
C (-3.072793, -3.432798, -3.919465)  0.039
C (-4.256699, -4.010007, -3.485107)  0.005
C (-5.411057, -3.781528, -4.226738)  0.002
N (-5.437241, -3.034237, -5.331072)  -0.001
C (-4.286635, -2.492871, -5.738656)  0.001
C (-3.079280, -2.664141, -5.072596)  0.003
C (-1.302206, -1.702818, -2.132343)  0.595
P (-0.286476, -0.441238, -2.955677)  0.244
C (-1.457769, 0.826380, -3.535211)  0.040
C (-0.992517, 2.075351, -3.953421)  0.009
C (-1.892956, 3.047865, -4.367671)  0.000
C (-3.257899, 2.787476, -4.361991)  0.010
C (-3.725837, 1.551034, -3.940829)  0.001
C (-2.831490, 0.573277, -3.523821)  0.024
C (0.443351, -1.128112, -4.460556)  0.023
C (-0.000114, -0.766744, -5.727908)  0.012
C (0.555623, -1.366252, -6.851732)  0.000
C (1.561761, -2.311531, -6.713789)  0.009
C (2.035675, -2.643244, -5.448413)  -0.001
C (1.481955, -2.048897, -4.329166)  0.007
P (-1.100021, -1.277296, -0.369689)  0.187
C (-2.397015, -0.040510, 0.050836)  0.040
C (-2.207537, 1.259531, -0.421994)  0.033
C (-3.132922, 2.258795, -0.173682)  0.009
C (-4.256380, 1.978874, 0.589981)  0.003
C (-4.438198, 0.702373, 1.106055)  0.004
C (-3.515647, -0.303037, 0.841847)  0.005
C (-1.574852, -2.765602, 0.562069)  0.018
C (-2.810532, -3.368951, 0.302220)  0.007
C (-3.173406, -4.525219, 0.969768)  0.001
C (-2.302211, -5.104578, 1.887493)  0.000
C (-1.072455, -4.519638, 2.143136)  0.000
C (-0.708974, -3.353004, 1.480588)  0.003
H (-4.291720, -4.621619, -2.591945)  0.001
H (-6.358505, -4.211234, -3.915374)  0.000
H (-4.333157, -1.894694, -6.644291)  0.000
H (-2.175789, -2.204744, -5.449956)  0.001
H (0.069937, 2.280313, -3.949126)  0.001
H (-1.525213, 4.012906, -4.694922)  0.000
H (-3.958485, 3.547772, -4.687249)  0.001
H (-4.788824, 1.340796, -3.934334)  0.000
H (-3.200952, -0.393595, -3.201323)  0.010
H (-0.780225, -0.023555, -5.843226)  0.001
H (0.200879, -1.090429, -7.837959)  0.000
H (1.988505, -2.779861, -7.592614)  0.001
H (2.839462, -3.362116, -5.340067)  0.000
H (1.871322, -2.280817, -3.342616)  0.000
H (-1.321972, 1.499436, -1.004836)  0.016
H (-2.973845, 3.254983, -0.570825)  0.000
H (-4.981844, 2.756335, 0.797918)  0.000
H (-5.304659, 0.481558, 1.720139)  0.000
H (-3.674201, -1.282188, 1.270118)  0.000
H (-3.491731, -2.916427, -0.407425)  0.001
H (-4.136928, -4.980494, 0.770530)  0.000
H (-2.588666, -6.014224, 2.402390)  0.000
H (-0.393695, -4.966502, 2.861568)  0.000
H (0.250087, -2.899344, 1.691577)  0.001
Cl (2.217989, 1.035608, -2.683091)  0.270

Cartesian forces (eV/Å) of the 3 atoms listed first:
-0.3 0.1 -0.4
0.3 0.0 0.2
0.2 0.0 -0.1